# 1
Entry from OMol25: a structure of composition C24H20Cl5CrN7O11S (ωB97M-V/def2-TZVPD).

Cartesian coordinates (Å):
1 Cr 0.12808 -0.16364 -0.84888
2 O -4.73684 -4.00370 -1.07516
3 C -3.64787 -3.14920 -1.02512
4 C -3.89534 -1.79750 -0.57698
5 C -2.95749 -0.90170 -0.19809
6 N -1.60989 -1.11838 -0.03636
7 C -0.92740 -2.12446 -0.53007
8 C -2.47889 -3.66087 -1.41871
9 C 2.70809 -1.47764 0.01605
10 O 1.11207 -3.45895 -1.99748
11 O 3.27791 -0.71179 0.63410
12 C -3.39550 0.47800 0.19537
13 O -4.53609 0.85842 0.18567
14 O -2.36302 1.26348 0.60002
15 H -5.51484 -3.51575 -0.79453
16 H -4.92405 -1.45768 -0.52722
17 H -2.39274 -4.69208 -1.73078
18 N 0.60192 1.62379 0.25105
19 N -0.49264 2.56903 0.18161
20 C -1.68244 2.05761 -0.47294
21 N -2.51721 3.11604 -0.90595
22 N -1.18924 1.18247 -1.48168
23 N -1.93101 0.69762 -2.45308
24 O -3.00080 1.18551 -2.80052
25 O -1.42381 -0.29585 -3.00267
26 H 0.79872 1.40478 1.22528
27 H 1.39933 2.09187 -0.16501
28 H -0.73657 2.87949 1.11406
29 H -3.02645 3.49550 -0.11886
30 H -3.16823 2.77128 -1.60214
31 Cl 0.76646 2.72543 -3.26815
32 C 1.27936 1.09724 -3.68818
33 C 1.65042 0.24862 -2.65909
34 C 2.13359 -1.01177 -3.12721
35 Cl 1.93455 -2.68841 -0.95954
36 C 1.97781 -1.45663 -4.43484
37 Cl 2.24716 -3.10525 -4.87577
38 C 1.57257 -0.54798 -5.41631
39 Cl 1.46663 -1.03196 -7.06809
40 C 1.28557 0.75886 -5.04215
41 Cl 0.90443 1.92711 -6.25690
42 C 6.62005 -2.56686 -2.29621
43 C 5.24188 -2.97802 -1.80006
44 C 5.19546 -4.07688 -0.99523
45 C 3.97431 -4.66617 -0.32371
46 C 3.00694 -3.82464 -0.58836
47 C 2.88235 -1.95592 -2.16966
48 C 4.20136 -2.06503 -2.43735
49 S 0.52547 -2.97423 0.43963
50 O 0.06614 -4.31403 0.76719
51 O -1.29137 -2.96747 -1.54401
52 N 0.47849 -2.09989 1.71529
53 C 0.76025 -2.64353 3.04315
54 C -0.08420 -1.86130 4.06556
55 C 0.25610 -0.38020 4.16919
56 O 0.53582 0.17304 5.19915
57 O 0.19750 0.29908 3.01274
58 H 7.39601 -3.23657 -1.92992
59 H 6.86393 -1.55292 -1.96690
60 H 6.65700 -2.56604 -3.38899
61 H 6.16288 -4.54396 -0.80123
62 H 3.95446 -5.60218 0.22229
63 H 1.14161 -1.57936 -1.18327
64 H 4.58856 -1.47222 -3.25490
65 H 0.09520 -0.36929 2.27702
66 H 1.82214 -2.55301 3.29236
67 H 0.48245 -3.69841 3.07053
68 H 0.03423 -2.29570 5.05577
69 H -1.13095 -1.93639 3.75951

Computed properties:
Charge = -1
Kohn-Sham gap (spin up / spin down) = 5.4 / 5.2 eV
<S²> = 0.857
HOMO energy (spin up / spin down) = -4.75 / -4.68 eV
DFT total energy = -5880.1819 Ha
Multiplicity = 2


# 2
Entry from OMol25: a structure of composition C24H20ClMnN3O3 (ωB97M-V/def2-TZVPD).

Cartesian coordinates (Å):
1 Mn 0.01717 0.22800 -0.28196
2 N -0.62999 -0.66512 1.75148
3 C 0.26565 -1.84532 1.76486
4 C 1.67410 -1.39583 1.38162
5 O 2.64647 -1.74245 2.04877
6 N 1.68237 -0.57591 0.31806
7 C 2.81505 0.31052 0.14120
8 C 2.31139 1.75588 0.20004
9 O 3.06301 2.70243 0.29398
10 O 1.00002 1.85646 0.12636
11 H -0.46986 -0.09254 2.57359
12 H -1.60054 -0.95669 1.74837
13 H -0.10484 -2.53916 1.00966
14 H 0.31162 -2.33528 2.73728
15 H 3.29994 0.16715 -0.82939
16 H 3.56723 0.14547 0.91246
17 Cl -2.83598 5.06719 0.42376
18 C -2.75800 3.55522 -0.42210
19 C -3.75290 3.20066 -1.31902
20 C -3.63424 1.98786 -1.97047
21 C -2.54406 1.17868 -1.69769
22 N -1.60023 1.52500 -0.81571
23 C -1.69366 2.70716 -0.19327
24 H -4.58870 3.86390 -1.49624
25 H -4.37943 1.64358 -2.67400
26 H -2.41214 0.21646 -2.17107
27 H -0.88296 2.97279 0.47181
28 C -0.78859 -1.24965 -1.19717
29 C -1.45593 -1.88079 -2.02935
30 C -2.26046 -2.57743 -2.92383
31 C -1.64404 -3.56494 -3.79891
32 C -2.36606 -4.59932 -4.42463
33 C -1.74179 -5.54313 -5.22400
34 C -0.36897 -5.51067 -5.43186
35 C 0.36764 -4.51145 -4.80425
36 C -0.25046 -3.56340 -4.00992
37 C -3.66856 -2.21214 -2.96109
38 C -4.30201 -1.66557 -1.82301
39 C -5.61770 -1.23717 -1.84613
40 C -6.38128 -1.33400 -3.00465
41 C -5.78299 -1.87487 -4.13863
42 C -4.46697 -2.30293 -4.12186
43 H -3.43099 -4.68298 -4.25256
44 H -2.33884 -6.32567 -5.67984
45 H 0.11617 -6.24989 -6.05692
46 H 1.44279 -4.46762 -4.93834
47 H 0.34256 -2.79653 -3.52679
48 H -3.72637 -1.58863 -0.90760
49 H -6.05746 -0.82988 -0.94132
50 H -7.41248 -1.00424 -3.02244
51 H -6.34889 -1.95175 -5.06082
52 H -4.02637 -2.67908 -5.03532

Computed properties:
Charge = -1
Kohn-Sham gap (spin up / spin down) = 5.0 / 5.0 eV
<S²> = 6.073
HOMO energy (spin up / spin down) = -2.80 / -3.00 eV
ΔE to the lowest compared entry with this formula, charge and spin = 0.0 kcal per mole
DFT total energy = -2927.8080 Ha
Multiplicity = 5


# 3
Entry from OMol25: a cluster of 5 separate species, C24H20ClNO8P in total (ωB97M-V/def2-TZVPD).

Cartesian coordinates (Å):
1 N 6.97013 3.47803 -1.89669
2 P 7.62902 4.02830 -0.49533
3 Cl 7.41984 2.70396 0.90745
4 H 6.73686 2.48489 -1.84905
5 H 7.63666 3.58227 -2.66256
6 H 7.03577 5.22899 -0.12402
7 H 8.99267 4.26999 -0.64126
8 C 2.52587 -0.28604 0.23581
9 C 1.56675 0.14448 1.05296
10 C 1.85591 1.14890 2.10799
11 O 0.97489 1.54692 2.83669
12 C 3.25031 1.65747 2.23520
13 C 4.19786 1.21383 1.41784
14 C 3.91005 0.21902 0.35475
15 O 4.80318 -0.14133 -0.38907
16 H 2.33897 -1.01359 -0.54190
17 H 0.54740 -0.20521 0.99361
18 H 3.43243 2.38671 3.01504
19 H 5.22955 1.53673 1.45257
20 C -0.38652 -4.35520 -0.83802
21 C -0.38695 -5.67951 -0.71343
22 C 0.25594 -6.33810 0.45265
23 O 0.26636 -7.54143 0.57699
24 C 0.89155 -5.45905 1.47612
25 C 0.88756 -4.13531 1.34916
26 C 0.24939 -3.48999 0.17789
27 O 0.23722 -2.27875 0.04057
28 H -0.85036 -3.83284 -1.66418
29 H -0.85080 -6.33293 -1.44115
30 H 1.34953 -5.96220 2.31815
31 H 1.34249 -3.47764 2.07975
32 C -4.70447 -2.53520 -3.33042
33 C -5.56328 -1.51960 -3.31550
34 C -5.20135 -0.21129 -2.70560
35 O -5.98509 0.71174 -2.68642
36 C -3.84403 -0.08078 -2.11608
37 C -2.98588 -1.09472 -2.13505
38 C -3.35007 -2.39790 -2.74297
39 O -2.55788 -3.31926 -2.74352
40 H -4.94530 -3.49733 -3.76420
41 H -6.55756 -1.59173 -3.73728
42 H -3.60169 0.87457 -1.67011
43 H -1.99416 -1.02625 -1.70417
44 C -2.20564 2.54968 2.29646
45 C -2.55038 3.64300 2.97037
46 C -3.60342 4.56150 2.46535
47 O -3.91480 5.55864 3.07701
48 C -4.25895 4.21118 1.17743
49 C -3.91273 3.11984 0.50130
50 C -2.85856 2.20459 1.00743
51 O -2.53802 1.21108 0.38597
52 H -1.43906 1.86945 2.64497
53 H -2.08750 3.91680 3.90988
54 H -5.02406 4.89354 0.82985
55 H -4.37566 2.84710 -0.43924

Computed properties:
Charge = +1
Kohn-Sham gap = 7.0 eV
HOMO energy = -11.43 eV
DFT total energy = -2384.3759 Ha


# 4
Entry from OMol25: an isolated molecule of C24H20N6 (ωB97M-V/def2-TZVPD).

Cartesian coordinates (Å):
1 N 6.79350 2.20658 -4.88012
2 N 5.73608 1.97309 -4.29356
3 N 1.45216 0.65025 -1.59232
4 C 0.97235 -0.05038 -0.54641
5 C 7.66466 1.14759 -4.75392
6 C 7.03281 0.19045 -4.02280
7 C -5.20832 -3.12998 1.85312
8 C -6.08946 -2.18106 2.45818
9 C -0.43235 1.41968 0.68069
10 C -3.90661 -2.67934 1.52738
11 C -1.22754 -0.80680 0.53605
12 C 5.31370 -0.86580 -1.80473
13 C 3.62725 0.54891 -2.75600
14 C 4.43060 -1.26065 -0.73278
15 C -5.79979 -0.80725 2.49485
16 C -1.61529 1.73229 1.32969
17 C 2.72962 0.18351 -1.75389
18 C -0.21879 0.11480 0.24266
19 C -3.66189 -1.28792 1.58420
20 C -2.44021 -0.51541 1.16761
21 C 4.93821 0.12141 -2.74155
22 C 3.07036 -0.75083 -0.86161
23 C -4.61490 -0.32852 2.05627
24 C -2.63939 0.78351 1.45875
25 N 5.87076 0.67505 -3.71555
26 N 1.93230 -0.91861 -0.11917
27 N -3.88999 0.86585 1.93777
28 C 2.03099 -1.63007 1.18823
29 C -4.77498 2.94768 1.23072
30 C -4.50411 2.08587 2.44698
31 H 8.69917 1.18080 -5.08038
32 H 7.53707 -0.69914 -3.77545
33 H -5.53829 -4.14941 1.83619
34 H -7.07477 -2.48645 2.82779
35 H 0.32177 2.22950 0.59881
36 H -3.30999 -3.49307 1.09811
37 H -1.08036 -1.80787 0.10948
38 H 6.24470 -1.31713 -1.91897
39 H 3.21221 1.25188 -3.45758
40 H 4.75380 -2.10210 -0.10521
41 H -6.64149 -0.19698 2.90392
42 H -1.59242 2.71861 1.77348
43 H 1.24100 -2.39953 1.10844
44 H 1.73185 -0.93304 2.07614
45 H 3.06151 -2.11948 1.40953
46 H -5.54132 2.35502 0.75104
47 H -5.20703 3.94822 1.49689
48 H -4.03125 3.16291 0.45889
49 H -3.94257 2.56319 3.20271
50 H -5.41531 1.86019 3.06740

Computed properties:
Kohn-Sham gap = 8.4 eV
HOMO energy = -7.96 eV
ΔE to the lowest compared entry with this formula, charge and spin = 53.8 kcal per mole
DFT total energy = -1255.0103 Ha